1.
This record from the OMol25 dataset describes 12 unconnected molecules or ions with the total composition C24H72N12O12. The level of theory is wB97M-V/def2-TZVPD.

Kohn-Sham gap: 7.5487 eV
SMILES string: NC(N)=O.NC(N)=O.NC(N)=O.NC(N)=O.NC(N)=O.NC(N)=O.CC(C)O.CC(C)O.CC(C)O.CC(C)O.CC(C)O.CC(C)O
HOMO: -8.017 eV
Largest force on an atom: 7.91 eV Å⁻¹

Geometry as ORCA input:
```
! RIJCOSX wB97M-V def2-TZVPD def2/J DEFGRID3
* xyz 0 1
N -3.17 -1.80 -1.29
C -3.89 -2.27 -0.34
N -3.17 -3.13 0.34
O -5.04 -1.98 -0.04
H -2.21 -2.12 -1.18
H -3.48 -1.04 -1.88
H -3.50 -3.62 1.17
H -2.30 -3.45 -0.07
N -2.65 2.35 2.76
C -3.91 2.39 3.22
N -3.98 1.77 4.36
O -4.86 3.00 2.76
H -2.68 2.77 1.84
H -1.90 1.79 3.12
H -4.82 1.78 4.93
H -3.21 1.16 4.56
N 1.86 -2.28 -3.97
C 1.04 -2.30 -2.95
N 1.27 -3.34 -2.28
O 0.16 -1.52 -2.77
H 2.40 -3.10 -4.21
H 1.80 -1.59 -4.70
H 0.46 -3.54 -1.71
H 1.77 -3.93 -2.93
N -1.08 5.39 -0.48
C -2.18 4.74 -0.23
N -3.19 5.42 -0.70
O -2.31 3.68 0.45
H -1.21 6.15 -1.13
H -0.19 4.97 -0.28
H -3.03 6.33 -1.12
H -4.08 4.95 -0.59
N -0.92 -5.88 -2.32
C -0.63 -5.39 -1.12
N 0.07 -6.30 -0.46
O -0.87 -4.21 -0.87
H -1.37 -5.29 -3.00
H -0.52 -6.78 -2.54
H 0.34 -5.92 0.44
H 0.25 -7.25 -0.73
N 0.26 -1.15 0.56
C -0.43 -0.13 0.81
N -0.80 0.48 -0.23
O -0.70 0.24 1.93
H 0.49 -1.84 1.26
H 0.30 -1.50 -0.39
H -1.55 1.14 -0.09
H -0.61 0.08 -1.14
C 2.01 1.12 -3.99
C 1.39 2.51 -4.48
C 1.33 3.49 -3.31
O 2.28 3.08 -5.36
H 2.98 1.18 -3.50
H 2.17 0.47 -4.84
H 1.29 0.78 -3.24
H 0.45 2.43 -5.01
H 1.09 4.50 -3.66
H 2.23 3.49 -2.69
H 0.49 3.25 -2.67
H 2.37 2.43 -6.06
C -0.43 0.85 5.64
C -0.70 -0.56 5.19
C -1.39 -1.26 6.39
O -1.74 -0.64 4.23
H -1.29 1.46 5.90
H -0.01 1.35 4.77
H 0.26 0.95 6.48
H 0.24 -1.06 4.94
H -1.68 -2.29 6.15
H -2.24 -0.66 6.72
H -0.63 -1.37 7.16
H -1.33 -0.46 3.37
C 4.52 -2.35 -0.58
C 4.32 -0.87 -0.15
C 3.34 -0.06 -1.10
O 3.95 -0.66 1.22
H 3.54 -2.81 -0.44
H 5.24 -3.02 -0.11
H 4.89 -2.38 -1.61
H 5.29 -0.38 -0.21
H 2.27 0.00 -0.95
H 3.55 -0.52 -2.07
H 3.83 0.91 -1.15
H 3.04 -0.86 1.43
C 3.45 3.74 0.61
C 2.19 2.92 1.04
C 2.25 2.57 2.54
O 1.03 3.81 0.80
H 3.60 4.66 1.17
H 3.39 4.13 -0.41
H 4.43 3.27 0.69
H 2.00 2.08 0.36
H 3.06 1.93 2.87
H 1.27 2.12 2.66
H 2.25 3.47 3.15
H 0.36 3.20 1.12
C 1.86 -2.85 2.98
C 1.34 -4.28 2.89
C 0.13 -4.54 3.78
O 1.06 -4.66 1.59
H 2.53 -2.64 2.15
H 2.48 -2.66 3.85
H 1.13 -2.04 2.99
H 2.09 -4.96 3.31
H -0.78 -4.12 3.36
H 0.15 -4.12 4.78
H 0.04 -5.63 3.81
H 1.81 -4.90 1.04
C -2.68 3.86 -4.74
C -3.00 2.29 -4.58
C -1.85 1.48 -3.98
O -4.23 2.25 -3.85
H -3.23 4.51 -4.06
H -3.00 4.26 -5.70
H -1.59 3.94 -4.68
H -3.31 1.78 -5.49
H -1.08 1.23 -4.71
H -2.24 0.62 -3.43
H -1.28 1.98 -3.20
H -4.57 1.35 -3.85
*
```

Atomic partial charges in e from the Löwdin method, atoms 1 to 5: 0.178 -0.772 0.156 0.017 0.076

2.
This record from the OMol25 dataset describes 12 unconnected molecules or ions with the total composition C24H72N12O12. The level of theory is wB97M-V/def2-TZVPD.

Kohn-Sham gap: 9.4332 eV
SMILES string: NC(N)=O.NC(N)=O.NC(N)=O.NC(N)=O.NC(N)=O.NC(N)=O.CC(C)O.CC(C)O.CC(C)O.CC(C)O.CC(C)O.CC(C)O
HOMO: -9.446 eV
Largest force on an atom: 12.61 eV Å⁻¹

Geometry as ORCA input:
```
! RIJCOSX wB97M-V def2-TZVPD def2/J DEFGRID3
* xyz 0 1
N 1.98 1.37 -2.62
C 1.65 2.21 -3.56
N 2.41 2.23 -4.59
O 0.64 3.06 -3.48
H 1.46 1.58 -1.77
H 2.81 0.77 -2.53
H 2.31 3.07 -5.21
H 3.16 1.59 -4.69
N 2.08 -3.54 0.51
C 1.18 -4.46 0.67
N 0.59 -4.45 1.84
O 0.98 -5.41 -0.33
H 2.67 -3.76 -0.32
H 2.48 -2.84 1.11
H 0.03 -5.30 1.95
H 0.60 -3.68 2.53
N -2.46 -1.55 -1.32
C -3.19 -1.19 -2.32
N -2.44 -0.63 -3.20
O -4.61 -1.21 -2.32
H -2.94 -2.18 -0.65
H -1.45 -1.64 -1.40
H -2.90 -0.26 -4.04
H -1.42 -0.62 -3.16
N -3.74 -3.30 0.36
C -2.67 -3.93 0.71
N -1.83 -3.24 1.45
O -2.36 -5.16 0.27
H -4.46 -3.80 -0.20
H -4.01 -2.34 0.65
H -0.89 -3.73 1.57
H -2.03 -2.33 1.94
N -2.22 -0.41 2.26
C -3.48 -0.68 2.40
N -4.05 -0.76 1.22
O -4.18 -0.63 3.59
H -1.71 -0.26 3.03
H -1.63 -0.27 1.36
H -5.13 -0.77 1.19
H -3.56 -0.42 0.42
N -0.83 0.22 0.14
C 0.30 -0.47 0.23
N 0.06 -1.73 0.30
O 1.58 0.04 0.40
H -0.56 1.18 0.05
H -1.56 -0.17 -0.49
H 0.86 -2.40 0.41
H -0.83 -2.18 0.52
C 0.04 2.47 1.95
C 0.56 3.30 0.83
C 2.08 3.51 0.92
O 0.36 2.88 -0.35
H -0.08 3.11 2.81
H 0.68 1.62 2.24
H -0.93 2.01 1.72
H 0.06 4.19 1.00
H 2.23 3.97 1.94
H 2.36 4.20 0.16
H 2.75 2.64 0.87
H 0.26 3.51 -1.07
C 4.46 1.07 -0.40
C 4.78 -0.05 -1.35
C 6.02 -0.83 -1.04
O 3.79 -0.74 -1.61
H 3.67 1.69 -0.76
H 5.32 1.67 -0.47
H 4.50 0.69 0.60
H 4.99 0.46 -2.29
H 6.22 -1.53 -1.85
H 6.06 -1.23 -0.06
H 6.85 -0.20 -1.07
H 4.09 -1.63 -1.76
C 3.56 -2.47 3.52
C 3.15 -1.37 2.45
C 3.52 0.07 2.95
O 3.77 -1.58 1.43
H 4.65 -2.76 3.51
H 2.92 -3.40 3.42
H 3.35 -2.12 4.55
H 2.06 -1.27 2.28
H 3.11 0.89 2.34
H 4.59 0.36 2.89
H 3.19 0.13 3.88
H 3.48 -1.07 0.71
C -2.76 2.33 4.00
C -3.71 2.67 2.88
C -4.85 3.62 3.33
O -3.18 3.27 1.96
H -2.33 3.08 4.65
H -1.94 1.81 3.64
H -3.29 1.72 4.72
H -4.13 1.78 2.47
H -4.24 4.56 3.45
H -5.25 3.35 4.31
H -5.63 3.93 2.66
H -2.53 2.74 1.49
C 0.22 -3.03 -2.90
C 1.00 -1.72 -3.16
C 1.25 -1.54 -4.65
O 0.36 -0.71 -2.84
H -0.90 -2.97 -2.95
H 0.51 -3.37 -1.92
H 0.64 -3.86 -3.51
H 1.97 -1.80 -2.59
H 1.87 -0.66 -4.89
H 0.34 -1.41 -5.23
H 1.88 -2.45 -4.91
H 0.97 0.04 -2.85
C -3.73 1.77 -0.85
C -2.92 2.44 -1.98
C -2.52 3.76 -1.38
O -1.79 1.90 -2.22
H -4.27 0.95 -1.25
H -4.36 2.50 -0.43
H -2.95 1.49 -0.10
H -3.61 2.60 -2.87
H -2.07 3.60 -0.44
H -3.29 4.38 -0.95
H -1.98 4.40 -2.08
H -1.91 1.00 -2.39
*
```

Atomic partial charges in e from the Löwdin method, atoms 1 to 5: 0.182 -0.665 0.178 -0.039 0.110

Here are the calculated calculated total energy numbers, same order: -2517.63100; -2517.26514 (a.u.).
Here are the calculated energy above the lowest of the compared OMol25 structures with the same formula, charge and spin numbers, same order: 130.0; 359.6 (kcal per mole).